304
Properties=species:S:1:pos:R:3:forces:R:3 method="wB97M-V/def2-TZVPD" gap_ev=8.8 e_above_lowest_ev=6.7216 energy_ev=-147244.8577
C 20.829572 29.878530 20.051349 -0.37 -0.03 -0.58
C 21.788161 28.692643 19.900383 -0.89 0.85 -0.10
C 23.026447 29.049002 19.090591 -1.45 -1.00 -1.29
O 22.737218 29.523353 17.782886 -0.59 1.14 -0.21
C 22.339066 28.554951 16.830584 -0.09 0.77 -0.38
N 22.088093 28.213545 21.239088 0.43 -0.83 -0.43
H 21.239879 30.884428 20.174598 0.38 -0.19 -0.20
H 20.257997 29.673189 20.930576 -0.54 -0.07 0.74
H 20.101561 29.878994 19.234512 0.28 0.36 -0.05
H 21.171511 27.943480 19.401592 0.33 -0.39 -0.17
H 23.653905 28.186958 19.030379 0.73 -0.67 0.05
H 23.537954 29.842604 19.537745 0.90 1.21 0.97
H 21.876876 29.073516 15.890305 0.45 -0.89 1.97
H 21.702480 27.816693 17.356773 -0.04 0.10 -0.92
H 23.273640 28.119854 16.503218 0.11 -0.85 -0.43
H 22.771611 27.439559 21.162509 -0.31 0.92 0.26
H 22.480278 29.018326 21.700196 0.48 -0.13 0.66
C 17.229212 24.000939 9.573303 -0.92 0.01 1.07
C 18.462709 23.251407 10.004259 -1.00 -1.25 0.41
C 18.082942 22.386461 11.252728 0.93 1.52 0.38
O 19.212545 21.715720 11.876095 -0.91 0.01 -0.27
C 20.027951 22.464672 12.774187 0.09 -0.33 -0.96
N 18.874967 22.322856 8.959569 0.98 0.41 -0.97
H 16.424630 23.272573 9.491279 -0.25 0.01 -0.32
H 17.306538 24.559655 8.643280 0.20 0.00 0.02
H 16.935409 24.669813 10.412794 0.15 -0.05 -0.68
H 19.176318 23.994423 10.215075 1.49 0.81 0.67
H 17.439241 21.636582 10.821403 -0.20 -0.59 0.34
H 17.487947 23.017273 11.994961 0.84 -0.81 -0.66
H 19.461193 23.292473 13.179223 -0.13 0.17 0.48
H 20.893088 22.864354 12.240948 0.03 0.28 -0.19
H 20.474595 21.816118 13.545916 -0.73 0.06 -0.13
H 19.578560 21.667472 9.315396 -0.23 0.39 -0.11
H 19.323288 22.868142 8.188033 -0.49 -0.82 0.83
C 12.609563 26.067896 20.993795 0.15 1.23 0.33
C 13.819230 26.551034 21.865551 -1.34 -0.18 0.65
C 13.640969 26.085336 23.365917 1.68 -0.46 -3.12
O 12.715791 26.895100 23.888156 -1.87 1.30 0.96
C 12.207710 26.509903 25.129382 -1.54 1.70 0.65
N 15.059456 26.101895 21.301249 0.30 -0.88 -0.45
H 12.760120 26.347388 19.927775 0.03 -0.10 0.73
H 11.674691 26.572944 21.372161 0.84 -0.75 -0.40
H 12.535384 24.978528 21.023547 -0.14 -0.01 0.15
H 13.774411 27.637372 21.928233 0.16 0.25 -0.23
H 14.609687 26.178639 23.882816 -0.01 -0.36 0.05
H 13.311218 25.055085 23.219696 0.03 -0.51 0.81
H 12.910331 26.802880 25.955776 -0.52 -0.79 -0.52
H 11.850910 25.477916 25.106667 0.50 -0.22 0.35
H 11.257665 27.130483 25.263739 1.25 -0.68 0.03
H 15.673113 25.829269 22.047712 0.67 0.36 0.51
H 14.888968 25.197146 20.864217 -0.06 0.13 -0.62
C 24.536030 19.063641 13.229324 -0.26 -0.07 -0.07
C 23.689091 19.775203 14.300881 0.21 0.65 -1.12
C 23.182210 18.887760 15.412423 0.19 -1.40 1.19
O 22.527751 17.614431 15.024567 1.55 2.12 0.68
C 21.179392 17.850910 14.632835 1.58 0.98 0.12
N 24.346853 20.989506 14.830587 -0.36 0.99 -1.04
H 24.420733 19.660106 12.295305 0.01 -0.83 0.33
H 24.145431 18.026880 13.176101 0.33 0.53 -0.61
H 25.624383 19.039309 13.424383 -0.53 -0.04 0.35
H 22.777882 20.175976 13.741813 0.92 -0.50 0.72
H 22.464895 19.489782 15.963287 -0.31 0.05 0.26
H 23.994039 18.648128 16.167456 -0.68 -0.02 -1.07
H 20.805087 16.846873 14.636241 -0.94 -0.14 -0.92
H 21.209352 18.519907 13.751511 -0.71 -1.11 -0.24
H 20.696072 18.452851 15.386988 -0.54 0.06 0.60
H 24.535212 21.563740 13.978905 -0.06 -0.40 1.20
H 25.219052 20.958891 15.377817 -0.58 -0.71 -0.36
C 22.254410 21.911937 23.310956 0.63 -0.92 0.18
C 21.549042 22.206664 22.007039 0.15 1.15 0.76
C 22.286860 21.498766 20.962246 1.42 -1.21 -1.88
O 23.665000 21.879580 20.910836 -0.18 -0.20 0.12
C 24.541746 20.985793 20.204171 -3.41 -1.59 0.33
N 20.162723 21.745656 22.059963 0.86 -0.29 0.99
H 22.302306 20.775772 23.537285 0.18 1.75 -0.55
H 21.767702 22.376904 24.130757 -0.77 0.41 0.86
H 23.234393 22.394222 23.259919 0.15 -0.62 0.13
H 21.627152 23.287792 21.802045 -0.27 -0.04 0.15
H 21.813584 21.542721 19.970874 0.15 0.53 -0.11
H 22.215809 20.450997 21.169900 0.15 -1.07 0.48
H 24.796625 20.019799 20.766284 -0.96 1.00 -0.75
H 25.414610 21.499812 20.167246 2.59 1.52 -0.54
H 24.070657 20.829869 19.183618 0.94 -0.31 0.94
H 20.274493 20.998937 22.766992 -0.96 0.19 -0.71
H 19.990858 21.302314 21.170576 -0.63 -0.40 -0.29
C 21.346757 26.149310 11.227367 -0.43 -1.27 -0.46
C 21.723102 27.037411 12.386985 -1.28 0.69 0.50
C 23.163635 26.883595 12.664816 0.72 0.90 1.35
O 23.385950 25.615215 13.177566 0.21 -1.17 -0.51
C 24.756722 25.303932 13.150963 -0.52 -1.08 -0.31
N 21.483119 28.428646 12.067782 0.98 1.20 1.21
H 21.584633 25.096515 11.483256 -0.33 0.49 -0.03
H 21.901554 26.318698 10.280993 -0.13 0.47 0.64
H 20.272095 26.217343 10.989541 0.31 -0.04 0.14
H 21.196290 26.763895 13.330955 0.02 -0.33 -0.73
H 23.533271 27.522130 13.504380 -0.31 0.65 -0.98
H 23.645558 27.106753 11.708615 0.68 -0.14 0.14
H 25.156749 25.556304 12.141089 0.10 -0.52 0.69
H 24.780431 24.225678 13.414821 0.47 0.54 -0.49
H 25.295463 25.836399 13.920446 0.36 0.46 0.27
H 21.339314 29.056757 12.870594 0.49 -0.56 -0.15
H 20.710603 28.637033 11.505479 -1.30 -0.32 -1.25
C 12.519123 28.719273 18.103115 -1.62 0.40 0.63
C 13.610378 28.325571 17.132727 -1.15 0.17 -1.36
C 14.469255 29.464645 16.716020 0.95 1.33 -0.03
O 13.645247 30.516821 16.266288 -1.00 -1.69 -0.59
C 14.297841 31.691720 16.052583 -0.80 0.94 0.16
N 14.455444 27.291259 17.641783 1.01 -0.71 0.85
H 11.651722 29.316772 17.641643 1.56 -0.77 0.48
H 12.925651 29.310196 18.936445 -0.06 -0.01 -0.14
H 12.054820 27.823254 18.569370 0.36 0.43 -0.45
H 13.071506 28.024959 16.204841 0.48 -0.36 0.44
H 15.263088 29.093884 16.013314 -0.79 0.44 -0.19
H 15.083016 29.892861 17.532528 -0.23 -0.39 0.39
H 13.582242 32.483593 15.868560 -0.28 0.02 -0.43
H 15.007995 31.626599 15.281121 1.08 0.03 -1.36
H 14.778793 31.979911 16.936730 1.21 0.60 1.56
H 15.068303 26.878438 16.929885 -0.34 0.42 0.22
H 15.095241 27.759893 18.306094 -0.36 -0.78 -0.17
C 18.976885 30.503550 16.221335 1.74 0.60 0.17
C 19.824266 31.750958 15.901728 -0.41 0.23 0.06
C 20.263379 31.881320 14.440643 0.32 -0.95 0.47
O 21.276640 30.927729 14.019043 0.06 1.56 0.20
C 22.572130 31.569341 13.937153 -1.44 0.65 0.05
N 19.031209 32.943302 16.251821 -0.69 -0.81 -0.30
H 18.691805 30.725697 17.238200 -0.59 -0.46 0.32
H 19.626967 29.618785 16.213596 -0.30 0.10 -0.06
H 18.128266 30.324129 15.570136 -0.12 0.22 -0.08
H 20.677228 31.826063 16.592194 0.08 -0.56 -0.33
H 20.541705 32.930548 14.340191 0.52 -0.09 -0.58
H 19.395586 31.683857 13.823430 -0.33 0.08 -0.31
H 23.244999 30.807238 13.714553 1.29 -1.49 -0.08
H 22.813947 32.002280 14.934393 0.02 0.16 -0.91
H 22.652348 32.239346 13.035233 -0.37 -0.02 1.19
H 18.342140 33.093832 15.515264 0.05 0.30 0.27
H 19.623683 33.743178 16.333133 0.22 0.60 -0.13
C 16.935576 23.952768 16.140711 -0.38 -0.52 2.53
O 15.888963 23.164286 16.763089 -0.97 0.85 -1.06
C 14.579647 23.854677 16.604847 1.49 -0.17 0.84
C 13.708257 23.466884 17.787919 0.44 -0.93 0.36
N 14.369795 23.373178 19.095594 -0.48 0.68 -0.43
C 13.952503 22.236331 19.915966 -0.88 0.10 -3.23
C 14.787703 22.218941 21.104703 0.71 -0.13 1.69
O 16.153285 22.443191 20.768457 -0.40 -0.29 1.01
C 16.970503 22.926719 21.880345 -1.31 0.67 -2.13
H 17.113085 24.824674 16.772338 -0.24 0.51 -0.21
H 16.679571 24.224294 15.156558 -0.17 0.30 -1.40
H 17.867685 23.415972 16.227322 0.22 -0.59 -0.41
H 14.037851 23.593321 15.659358 0.72 0.18 0.60
H 14.828418 24.901855 16.665102 -0.20 0.49 -0.32
H 13.498928 22.442419 17.529504 -1.17 -0.68 -0.16
H 12.822600 24.104862 17.848875 -0.05 -0.22 -0.21
H 15.347770 23.296051 18.921563 0.79 -0.08 0.02
H 13.996390 21.235498 19.360448 0.30 0.95 0.35
H 12.878830 22.367573 20.081529 0.09 -0.08 0.64
H 14.659014 21.235449 21.526362 0.22 -0.61 0.67
H 14.426489 22.925686 21.863072 0.22 0.28 -0.13
H 16.661043 23.984813 22.028496 0.74 -0.47 0.08
H 17.941792 22.759230 21.450135 0.65 0.51 0.58
H 16.841434 22.401876 22.801726 -0.19 -0.73 0.54
C 13.901991 18.599195 16.431326 2.06 -0.65 -1.86
O 15.169058 18.972098 15.805358 -1.18 -2.41 0.99
C 15.292343 20.248071 15.345522 -0.27 2.56 0.22
C 16.735944 20.453193 14.969323 1.03 1.62 0.45
N 17.055113 20.056659 13.615777 -1.04 -0.74 -0.03
C 17.126006 18.626520 13.405189 0.21 -0.93 0.82
C 17.671962 18.226761 12.067644 -0.37 0.85 -0.35
O 19.056664 18.358588 12.047232 1.08 -0.02 -1.14
C 19.580676 18.260711 10.715108 1.24 0.33 0.89
H 13.099679 18.880296 15.777476 -0.65 -0.12 -0.47
H 13.783255 19.124485 17.332410 -0.09 0.61 1.53
H 13.981226 17.499893 16.566310 -0.32 0.82 0.05
H 15.047280 21.002815 16.186251 0.08 -0.89 -1.32
H 14.716893 20.458822 14.398782 -0.07 -0.16 0.91
H 17.361085 20.019220 15.795345 -0.21 -0.18 -0.67
H 17.000642 21.544015 14.993729 -0.57 -0.79 0.17
H 17.942141 20.424794 13.381843 1.06 0.55 -0.48
H 16.186852 18.094808 13.409761 -0.93 0.52 0.42
H 17.664020 18.187548 14.277261 0.18 -0.27 -0.67
H 17.198698 18.848186 11.296754 0.10 0.55 0.05
H 17.314093 17.253643 11.756180 0.31 -0.91 0.33
H 19.428611 19.145520 10.104527 -0.74 0.32 0.02
H 19.201329 17.384959 10.216676 -0.21 -0.43 -0.29
H 20.690770 18.207795 10.753125 -0.66 -0.32 0.39
C 19.554052 25.330772 23.133610 2.16 -3.28 -1.02
O 18.518591 26.179030 23.264843 -0.84 1.61 -0.20
C 18.978680 27.504977 23.457402 0.19 -0.34 2.00
C 17.840090 28.249245 24.104581 -0.64 1.87 0.21
N 18.126800 29.741425 24.059608 -0.75 -1.94 -0.71
C 17.612387 30.324807 22.798522 0.00 -0.84 0.50
C 17.966239 31.761960 22.848795 -0.93 0.79 0.44
O 17.332399 32.481009 21.836164 1.02 0.51 -2.02
C 18.079118 32.533431 20.596623 1.33 1.63 1.89
H 20.465643 25.606827 23.747165 -1.02 -0.47 -0.31
H 19.927255 25.162828 22.089456 -0.05 0.91 0.29
H 19.192414 24.284036 23.298093 0.36 0.72 0.67
H 19.418976 28.009300 22.606083 -0.30 -0.09 -0.72
H 19.831808 27.444795 24.186867 -0.58 0.23 -0.41
H 17.665728 28.005863 25.166877 0.57 -0.27 -0.38
H 16.853941 28.022701 23.636149 0.63 0.04 -0.19
H 17.616778 30.116493 24.848949 -0.04 0.41 -0.15
H 16.501627 30.230684 22.664384 0.75 -0.04 0.17
H 18.087442 29.844840 21.923990 -0.09 -0.06 0.43
H 19.016039 31.959988 23.034875 0.56 -0.05 -0.76
H 17.502620 32.200476 23.705567 -0.40 0.03 1.15
H 18.052865 31.636882 20.023576 -0.08 -0.87 -0.39
H 19.170495 32.844914 20.811432 -1.40 -0.75 -0.23
H 17.683019 33.368958 20.047470 -0.41 0.10 -0.43
C 24.251295 25.609997 21.646724 -2.70 -0.42 -2.35
O 24.158509 26.140894 20.275887 0.46 0.42 1.85
C 23.554510 25.369734 19.278945 -0.61 -1.28 0.36
C 24.436291 25.475614 18.061630 -0.03 -0.67 -1.46
N 25.653652 24.656952 18.113757 0.99 0.47 0.16
C 25.591225 23.469486 17.307721 -0.86 -1.48 0.10
C 26.630372 22.416948 17.704832 -0.37 0.83 -0.58
O 26.617270 21.382788 16.769968 1.64 -1.13 -0.85
C 27.949362 20.832136 16.490900 -2.30 -1.94 2.73
H 24.835355 24.725050 21.586093 0.37 -1.00 0.27
H 23.190038 25.405574 22.033508 1.52 0.18 -0.27
H 24.743629 26.350371 22.199603 0.56 1.07 0.88
H 22.542957 25.766440 19.034587 0.35 -0.15 0.16
H 23.407074 24.288975 19.618887 0.31 1.12 -0.47
H 24.682902 26.519862 17.875781 0.07 0.09 0.22
H 23.850064 25.156237 17.164407 0.15 0.26 0.44
H 26.523632 25.155372 17.840278 -1.18 -0.11 0.47
H 25.685023 23.653920 16.227573 0.25 0.05 -0.06
H 24.609586 22.973639 17.385293 0.03 0.35 0.23
H 26.596590 22.000505 18.678693 -0.90 -0.22 1.16
H 27.551146 22.927587 17.753559 1.72 0.69 -0.52
H 27.806493 19.999782 15.831467 -0.06 -0.08 -0.75
H 28.457720 20.368615 17.389209 -0.83 0.59 -0.40
H 28.576936 21.565411 16.165781 1.65 2.05 -1.38
C 18.910468 26.983061 15.167166 -0.56 2.14 1.42
O 17.744539 27.866923 14.888705 2.00 -1.56 -0.25
C 17.711788 28.105900 13.479298 1.23 0.35 0.88
C 16.532985 29.027471 13.238218 0.22 -0.66 -1.00
N 16.723385 29.622939 11.916009 -0.32 0.48 -0.06
C 15.555190 30.374153 11.399891 1.75 1.47 1.27
C 16.031371 31.278977 10.246068 0.04 -0.73 0.66
O 16.378464 32.443897 10.933669 0.51 2.01 -1.71
C 16.665399 33.516089 9.978477 1.11 -0.03 2.59
H 19.215290 27.190260 16.223316 -0.24 -0.16 -0.90
H 19.767912 27.162432 14.510910 -0.33 0.40 -0.03
H 18.668162 25.955790 15.108105 -0.63 -1.20 -0.24
H 17.612741 27.143532 12.964260 -0.09 0.16 -0.27
H 18.744910 28.542567 13.188273 -1.62 -0.27 0.11
H 16.476098 29.765737 14.034144 -0.10 0.18 0.28
H 15.623162 28.397980 13.267262 0.22 0.49 -0.10
H 17.490457 30.297585 12.012901 -0.29 -0.30 -0.15
H 15.157265 31.075659 12.231455 0.24 -0.95 -1.36
H 14.811023 29.706157 11.109650 -1.31 -1.23 -0.46
H 15.264243 31.470846 9.477850 -0.02 -0.07 0.30
H 16.945328 30.913330 9.726156 -0.59 -0.37 0.22
H 15.946502 33.562216 9.201781 -0.53 -0.31 -1.04
H 17.733978 33.545407 9.647959 -0.90 -0.43 -0.05
H 16.507585 34.393035 10.593275 0.14 0.47 -0.07
C 23.110426 16.119089 22.337635 0.81 -1.12 0.69
O 22.342085 17.271890 22.268156 -0.79 0.06 0.50
C 20.997305 16.887151 22.175049 -2.14 1.21 0.45
C 20.098753 18.161671 21.891821 0.95 -1.64 0.85
N 18.873407 17.772840 21.175949 1.00 -0.73 0.54
C 17.906397 18.836267 21.020181 0.92 0.52 1.76
C 17.937816 19.513727 19.702354 1.31 0.18 -0.83
O 19.265662 20.094981 19.517779 0.05 -0.85 -1.10
C 19.794416 19.872993 18.158871 -2.81 0.21 0.90
H 23.034717 15.552390 21.416017 0.48 0.13 -0.73
H 22.686361 15.349366 23.039662 0.53 0.93 0.21
H 24.159965 16.410171 22.588611 -0.90 -0.49 -0.22
H 20.583958 16.329999 23.067250 0.80 0.60 -0.29
H 20.833277 16.209086 21.367440 0.15 -0.59 -1.03
H 20.731265 18.736806 21.220288 -0.26 0.60 0.25
H 19.960173 18.632414 22.926224 -0.15 -0.01 -1.43
H 18.488899 16.930595 21.605158 -0.08 0.50 -0.14
H 18.135783 19.587747 21.833535 -0.53 -0.28 -0.77
H 16.927772 18.455389 21.218154 -0.85 -0.20 0.04
H 17.224684 20.308727 19.721584 -0.62 0.75 -0.18
H 17.692424 18.836296 18.868570 0.20 0.06 0.27
H 19.102755 20.451407 17.492623 0.47 -0.85 0.02
H 19.804775 18.776324 17.923392 0.26 1.05 0.10
H 20.712572 20.397770 18.092273 1.14 -0.10 0.13
C 21.664358 23.723340 15.191616 -0.50 -0.45 0.85
O 20.668016 23.188504 16.139628 1.67 0.93 -1.47
C 21.293453 23.058416 17.408935 -1.81 -0.34 0.05
C 20.176691 23.308018 18.424354 0.90 -2.32 1.75
N 19.794376 24.645328 18.573132 -0.51 2.38 -0.29
C 18.604280 24.898790 19.351679 0.40 0.83 2.24
C 18.311840 26.392098 19.574829 1.46 -0.18 -1.58
O 17.948451 26.861546 18.280240 -0.04 -2.26 0.34
C 17.836661 28.189362 18.211442 0.48 2.93 -0.09
H 22.024610 24.717629 15.443720 -0.32 0.37 0.49
H 21.232534 23.812103 14.207097 -0.07 -0.23 -0.05
H 22.560274 23.101401 15.213294 -0.07 -0.38 -0.32
H 22.067191 23.802918 17.505226 0.38 0.32 0.28
H 21.733663 22.044922 17.541666 -0.14 0.55 -0.14
H 20.654457 22.988737 19.409355 -0.91 0.20 -0.85
H 19.274002 22.656751 18.262900 0.85 0.02 -0.14
H 19.650287 25.118798 17.707485 0.17 0.10 -1.02
H 18.882265 24.640618 20.367139 -0.30 -0.90 0.40
H 17.669591 24.373505 19.079105 0.35 0.02 -0.18
H 19.189728 27.003624 19.942997 -0.36 -0.89 -0.36
H 17.529629 26.579079 20.277584 -0.92 -0.19 0.49
H 17.340046 28.640379 19.067277 -0.47 0.00 0.44
H 17.285348 28.453200 17.325627 -0.15 0.21 -0.49
H 18.813977 28.720121 18.176224 -0.23 -0.43 -0.11